No. 1
9
Properties=species:S:1:pos:R:3:forces:R:3:lowdin_charge:R:1 method="wB97M-V/def2-TZVPD" total_charge=0 lumo_ev=0.8982 e_tot_ha=-549.9114 multiplicity=1
N 1.044568 1.106707 0.205745 -0.5 1.3 0.0 -0.21
H -0.811023 -1.508348 0.631144 -1.0 0.4 1.0 0.06
H -0.652625 2.304770 0.055283 -0.2 1.7 0.1 0.11
O -1.059357 0.477443 -0.389451 -1.1 -2.2 0.8 -0.12
C -0.520692 -0.894447 -0.189673 0.9 0.3 -3.5 -0.30
C -0.169966 1.382006 -0.032170 1.4 -0.7 0.5 -0.38
P 1.354029 -0.508777 -0.178257 -0.4 -0.6 -1.9 0.85
H -0.863062 -1.394661 -1.153027 0.7 0.3 1.3 0.09
H 1.678126 -0.964693 1.050409 0.2 -0.5 1.5 -0.11


No. 2
116
Properties=species:S:1:pos:R:3:forces:R:3:lowdin_charge:R:1 method="wB97M-V/def2-TZVPD" total_charge=0 lumo_ev=0.2430 e_tot_ha=-3478.8375 smiles="CCOC(=O)C(F)(F)F.CCOC(=O)C(F)(F)F.CCOC(=O)C(F)(F)F.CCOC(=O)C(F)(F)F.CCCC#N.CCCC#N.CCCC#N.CCCC#N.CCCC#N" multiplicity=1
H -15.481582 -10.916873 26.607704 0.1 0.3 0.1 0.11
N -15.841723 -13.921201 26.636254 0.2 -3.9 1.4 0.15
F -19.374427 -7.337260 22.174969 -0.2 1.7 0.7 0.23
H -18.357423 -4.984372 17.665985 0.1 -0.5 0.2 0.11
C -13.007597 -14.475542 16.831939 -0.1 0.3 0.6 -0.54
C -11.005449 -5.729943 20.378354 0.2 -0.1 -0.5 -0.27
C -16.510505 -14.457336 18.181647 -0.6 1.6 -1.0 -0.17
H -18.566483 -6.754170 17.529854 0.5 -0.5 -0.4 0.07
C -14.522952 -14.804155 16.919508 -0.1 0.8 1.1 -0.38
H -13.206189 -11.202326 21.983695 0.1 0.3 0.0 0.05
C -15.898313 -12.872419 26.253963 -0.3 4.3 -1.7 -0.24
H -18.316508 -5.516924 15.379840 0.4 -0.2 -0.6 0.06
H -14.750829 -7.314578 26.537817 -0.3 -0.1 -0.2 0.12
F -12.360586 -14.829094 17.962382 -0.3 0.2 -0.2 0.15
F -23.211583 -9.212387 20.647209 0.1 -0.4 -0.1 0.16
N -10.062238 -9.045415 19.881059 0.0 0.9 -0.8 0.18
O -18.483743 -8.100717 19.573148 0.6 -1.3 2.3 0.10
F -18.840270 -9.324177 22.853205 -0.3 0.5 -0.2 0.13
H -14.097050 -11.605203 24.674060 0.5 -0.4 -0.1 0.10
H -14.315883 -8.776038 25.644809 -0.1 0.2 0.3 0.09
H -16.097259 -11.348736 19.821217 0.3 -0.7 0.5 0.07
C -25.378800 -10.250067 20.973535 0.4 0.9 -0.4 -0.39
C -13.277195 -7.075916 25.033143 0.1 0.4 -0.2 -0.19
C -10.474782 -10.728790 21.804666 0.4 0.2 1.1 -0.20
O -17.142435 -9.279197 20.974066 0.0 0.2 0.5 0.05
H -15.042229 -10.201341 24.230789 -0.1 -0.3 0.4 0.08
C -15.100905 -11.269781 24.499131 -1.8 0.3 -1.1 -0.23
C -15.779247 -7.612492 24.622989 -0.6 0.6 0.2 -0.11
C -15.920996 -11.467908 25.780609 0.9 -0.6 0.6 -0.18
C -21.322326 -6.604441 17.947673 -1.6 -1.5 -0.6 -0.23
H -15.591700 -7.968895 23.626922 0.5 0.0 -0.6 0.05
H -12.613927 -6.926353 25.891955 0.2 -0.1 -0.3 0.12
C -19.471480 -10.085152 16.792769 -0.6 0.4 0.6 -0.21
O -25.996199 -11.127592 21.501880 0.4 0.1 -0.1 0.16
C -12.738751 -11.540026 21.058179 0.3 0.9 -0.6 -0.11
H -15.361720 -10.505593 18.417578 0.2 -0.1 0.2 0.10
C -12.957079 -7.161864 20.910570 -0.2 0.9 0.1 -0.20
C -23.899527 -10.329461 20.417157 -1.8 0.0 0.1 -0.55
H -16.814737 -15.456875 17.929714 0.5 -0.6 0.2 0.12
O -19.237991 -11.221201 15.950358 0.7 0.1 -1.2 0.02
H -12.841334 -5.083211 21.058967 -0.7 0.2 1.1 0.10
H -19.912546 -6.021537 19.306845 0.3 -0.2 0.6 0.08
F -18.789339 -11.777383 12.651163 0.5 0.1 -1.1 0.20
H -16.000079 -8.253125 19.518363 -0.5 -0.4 -0.1 0.14
C -18.234162 -8.664974 20.649352 -1.0 1.8 -2.6 -0.36
C -19.280546 -5.495079 15.849140 -0.5 -0.3 0.5 -0.10
H -10.818613 -4.723474 20.033235 0.2 0.4 0.1 0.11
C -15.812198 -11.983217 23.289151 1.2 -0.4 1.4 -0.07
H -10.735524 -12.401826 20.561591 -0.2 -0.3 -0.7 0.11
F -12.877224 -13.151767 16.657757 0.2 0.0 0.1 0.16
H -16.577813 -8.256410 24.957682 -0.2 -0.3 0.5 0.06
H -16.265668 -6.620373 24.531842 0.7 -0.3 0.2 0.09
H -11.384115 -12.576032 22.176761 0.5 -0.5 0.3 0.11
H -19.700209 -4.507251 15.611797 0.0 -0.1 0.6 0.08
C -27.282200 -8.778226 20.926476 1.7 -0.5 -1.2 -0.16
H -20.268967 -9.749874 18.786262 -0.1 -0.4 -0.8 0.07
O -25.823152 -9.037541 20.626590 -1.2 -1.1 0.5 0.00
H -19.946353 -6.222900 15.388174 0.1 -0.2 -0.1 0.07
C -20.023044 -10.588706 18.092094 -0.1 0.5 1.1 -0.06
C -12.516190 -5.880287 20.427930 0.2 0.9 -0.9 -0.18
C -19.018033 -5.802023 17.336691 -1.0 1.7 0.4 -0.23
O -15.053204 -15.531889 16.158172 -0.5 -0.8 -0.8 0.19
H -19.244140 -11.125679 18.615421 0.2 -0.5 0.2 0.06
F -20.447526 -9.035780 21.429169 0.1 0.1 -0.1 0.17
H -9.524507 -11.113259 22.205661 0.1 0.4 -0.5 0.13
H -15.761256 -13.074085 23.452792 0.0 0.4 -0.3 0.08
H -26.725388 -6.866187 21.645105 0.5 0.6 0.6 0.07
H -20.611505 -4.711179 18.403795 0.0 -0.1 -0.1 0.12
F -24.082257 -10.489734 19.092385 0.7 0.0 0.0 0.15
H -10.626498 -7.039215 21.961731 0.0 -0.8 0.6 0.03
F -12.414752 -15.092811 15.826844 -0.2 -0.1 -0.1 0.19
N -22.176089 -7.338905 17.651920 1.4 1.2 0.4 0.15
N -13.358000 -8.107018 21.405786 -0.2 -1.1 0.5 0.19
H -13.273047 -12.410241 20.780990 -0.6 -1.0 -0.6 0.06
O -18.151065 -9.817493 14.545614 -0.1 -0.1 -0.3 0.17
H -27.486012 -9.206883 21.894105 -0.1 0.0 0.3 0.11
C -10.316068 -6.057386 21.686730 -0.5 1.8 0.5 -0.10
C -27.311259 -7.285022 20.868785 -2.3 -0.3 -1.4 -0.08
C -10.282603 -9.725503 20.767816 0.4 -1.0 0.6 -0.23
C -13.553811 -5.767294 24.438087 0.5 -0.4 0.0 -0.24
C -19.255995 -8.564157 21.802859 0.5 -2.6 -0.2 -0.57
H -20.210752 -9.481510 16.286514 -0.1 0.4 -0.2 0.12
H -9.234986 -6.028479 21.575692 0.0 0.0 0.1 0.08
H -13.013400 -5.613943 19.478193 0.4 -0.5 0.1 0.13
F -23.260986 -11.377393 20.901092 0.4 -0.1 0.1 0.18
H -18.438583 -13.697631 17.518357 -0.3 0.0 0.1 0.09
H -20.894711 -11.241490 17.992249 0.1 0.2 -0.2 0.09
H -16.853880 -11.716485 23.239812 -0.4 0.3 0.0 0.07
N -13.761846 -4.755438 23.946623 -0.1 0.5 -0.2 0.16
H -10.920316 -10.231762 22.673541 -0.3 -0.1 -0.1 0.11
H -10.631054 -5.308200 22.480772 0.4 -1.0 -0.7 0.10
H -16.593449 -14.195028 19.214229 -0.3 -0.5 0.8 0.11
O -15.123237 -14.148647 17.937303 1.1 -0.8 -0.7 0.01
H -12.797746 -7.710315 24.275545 0.0 0.3 0.1 0.11
C -14.556358 -7.709824 25.534307 -0.5 -0.7 0.3 -0.25
H -15.189580 -9.284985 20.654874 0.7 0.2 0.6 0.06
C -16.123371 -10.488539 19.194924 0.5 1.6 -0.3 -0.03
H -28.391974 -7.045603 20.984390 0.7 0.4 0.1 0.09
C -17.388574 -13.478867 17.393676 1.0 0.2 -0.5 -0.04
H -27.903440 -9.296693 20.150645 0.7 0.5 0.6 0.14
H -12.865390 -10.771623 20.268746 0.1 -0.3 0.5 0.08
H -17.157960 -13.474819 16.316365 -0.1 -0.4 0.4 0.08
H -18.566665 -9.487253 16.951412 -0.1 -0.3 -0.2 0.12
C -16.048434 -9.219339 20.032307 0.5 -0.9 -0.2 -0.16
H -15.309838 -11.701183 22.372929 0.0 -0.2 -0.3 0.03
H -10.628055 -6.376825 19.615763 0.4 -0.5 -0.5 0.08
C -11.291788 -11.908207 21.334881 -0.8 0.4 0.8 -0.25
C -20.227277 -5.733027 18.326739 0.2 0.7 -1.1 -0.18
F -17.141350 -12.495405 13.963839 -1.0 -0.2 -0.6 0.14
F -19.239779 -13.143214 14.194138 0.2 -0.6 0.4 0.19
H -17.052599 -10.451509 18.708906 -1.4 -0.2 -0.9 0.03
H -17.144839 -12.468696 17.721837 -0.3 0.0 0.1 0.05
H -27.008275 -6.926838 19.860621 0.0 -0.2 0.8 0.10
C -18.609522 -10.887437 14.804644 -0.2 -0.9 0.9 -0.38
C -18.457121 -12.136235 13.864385 0.4 1.3 1.4 -0.56
H -16.943244 -11.148149 25.714053 -0.5 0.2 -0.3 0.11


No. 3
13
Properties=species:S:1:pos:R:3:forces:R:3:lowdin_charge:R:1 method="wB97M-V/def2-TZVPD" total_charge=0 lumo_ev=1.0371 e_tot_ha=-286.5489 multiplicity=1
H -1.219127 -0.562382 -1.519722 0.1 -0.3 0.0 0.13
C -0.518205 -0.639969 -0.683876 -0.6 0.2 0.2 -0.21
C -1.306917 0.807739 1.142226 -0.1 0.0 -0.1 0.01
N 1.968929 -0.188467 0.590625 0.0 -0.4 -0.3 0.13
H -1.598607 -0.074681 1.711431 -0.2 0.2 -0.2 0.07
H 1.182943 -0.582017 1.111428 0.2 0.2 0.1 0.05
C 1.812523 -0.383091 -0.645325 0.2 0.0 0.1 -0.32
H 2.564611 -0.049026 -1.362231 -0.1 -0.2 0.1 0.12
H -1.647917 1.771466 1.498231 0.3 0.0 0.2 0.06
H -0.873924 -1.435124 -0.013278 0.2 0.0 -0.1 0.12
C -0.620076 0.688738 0.013858 -0.3 -0.1 0.0 -0.20
H -0.229102 1.561477 -0.511015 -0.2 -0.1 0.0 0.12
O 0.737819 -0.941588 -1.280413 0.4 0.6 0.1 -0.07